{"formula": "C4H4N2O", "method": "the ωB97M-V functional and the def2-TZVPD basis", "energy_ev": -9235.8679, "total_charge": 0, "e_homo_ha": [-0.3116, -0.3116], "multiplicity": 1, "smiles": "N=C=C/C=C\\N=O", "lumo_energy_ha": [-0.0208, -0.0208], "largest_force_ha_per_bohr": 0.0534, "homo_lumo_gap_ev": [7.913, 7.913], "relative_energy_kcal_mol": 106.5, "elements": ["N", "C", "C", "C", "C", "N", "O", "H", "H", "H", "H"], "positions_angstrom": [[2.43221, -0.10193, -0.09179], [1.23776, -0.18958, 0.05523], [0.19557, -1.10099, 0.13160], [-1.11303, -0.69150, 0.16058], [-1.50196, 0.64367, 0.19624], [-0.71710, 1.72647, 0.27458], [0.42868, 1.71155, -0.25601], [2.98320, 0.64836, 0.27713], [0.48483, -2.14748, 0.17846], [-1.89386, -1.45295, 0.19941], [-2.53350, 0.95416, 0.25740]], "forces_ev_per_a": [[-0.16, -0.07, 0.04], [0.72, 0.10, -0.78], [-0.24, 0.28, -0.20], [-0.01, 0.06, -0.64], [-0.24, 0.75, 0.27], [-0.83, 0.74, -1.12], [0.50, -2.29, 1.44], [0.25, 0.37, 0.03], [0.01, 0.23, 0.38], [0.20, 0.24, 0.07], [-0.20, -0.40, 0.51]]}


{"formula": "C61H47P3S4SiSn", "method": "the ωB97M-V functional and the def2-TZVPD basis", "energy_ev": -148932.5940, "total_charge": 0, "e_homo_ha": [-0.2509, -0.2535], "multiplicity": 1, "lumo_energy_ha": [-0.0270, -0.0741], "largest_force_ha_per_bohr": 0.0177, "homo_lumo_gap_ev": [6.092, 4.882], "relative_energy_kcal_mol": 115.9, "elements": ["Sn", "C", "C", "C", "C", "C", "C", "P", "C", "C", "C", "C", "C", "C", "C", "C", "C", "C", "C", "C", "Si", "C", "C", "C", "C", "C", "C", "P", "C", "C", "C", "C", "C", "C", "C", "C", "C", "C", "C", "C", "C", "C", "C", "C", "C", "C", "P", "C", "C", "C", "C", "C", "C", "C", "C", "C", "C", "C", "C", "H", "H", "H", "H", "H", "H", "H", "H", "H", "H", "H", "H", "H", "H", "H", "H", "H", "H", "H", "H", "H", "H", "H", "H", "H", "H", "H", "H", "H", "H", "H", "H", "H", "H", "H", "H", "H", "H", "H", "H", "H", "H", "S", "C", "S", "S", "S", "C", "C", "C", "C", "C", "C", "H", "H", "H", "H", "H"], "positions_angstrom": [[-1.51783, -0.20165, -0.80216], [-3.37875, 6.50062, 0.51782], [-2.86138, 5.54733, 1.38393], [-2.29429, 4.39204, 0.87380], [-2.22640, 4.18882, -0.50502], [-2.73752, 5.15202, -1.36997], [-3.31861, 6.30241, -0.85272], [-1.36922, 2.66132, -1.01756], [-1.76312, 2.39236, -2.81723], [-1.22571, 3.41167, -3.77541], [-1.72790, 3.54417, -5.00611], [-2.85681, 2.73819, -5.44935], [-3.56010, 2.02983, -4.57006], [-3.29123, 2.13930, -3.09408], [0.35577, 3.28880, -0.96939], [0.70945, 4.58630, -1.34380], [2.02524, 5.00720, -1.23827], [2.99391, 4.14344, -0.74926], [2.63232, 2.87882, -0.31173], [1.30958, 2.44482, -0.39540], [0.75824, 0.84537, 0.48569], [0.39015, 1.53992, 2.25142], [1.28862, 2.44078, 2.82214], [1.13740, 2.88279, 4.12757], [0.08584, 2.41510, 4.89860], [-0.82637, 1.52389, 4.35749], [-0.68181, 1.08558, 3.04120], [-1.83413, -0.05069, 2.22206], [-1.13910, -2.72847, 1.60001], [-2.38359, -2.88035, 1.00213], [-3.52848, -2.29204, 1.50771], [-3.72788, -1.99682, 2.95056], [-1.82576, -1.87406, 3.93072], [-0.95544, -1.69571, 2.65431], [-2.88160, -0.80393, 3.58550], [-3.62331, -0.11577, 4.66682], [-4.10191, -0.76716, 5.73360], [-4.00515, -2.19958, 6.00496], [-3.52515, -3.16249, 5.20810], [-2.90797, -2.95997, 3.85924], [2.38057, -0.13869, 0.79407], [2.88952, -0.31682, 2.08112], [4.19088, -0.74927, 2.28238], [5.01783, -0.99983, 1.19912], [4.52561, -0.87955, -0.09028], [3.20581, -0.48829, -0.30392], [2.45390, -0.32656, -1.96091], [3.90250, 0.13516, -2.99059], [4.46868, -0.67883, -3.96802], [5.55147, -0.22580, -4.70984], [6.06934, 1.04132, -4.49437], [5.49677, 1.86616, -3.53592], [4.41498, 1.41991, -2.79647], [2.29225, -2.05933, -2.53781], [3.03175, -3.12986, -2.04207], [2.93568, -4.37472, -2.64465], [2.10927, -4.55986, -3.74429], [1.35323, -3.50414, -4.22827], [1.44247, -2.25610, -3.62584], [-3.83521, 7.39962, 0.91168], [-2.90070, 5.70546, 2.45415], [-1.89394, 3.62596, 1.53178], [-2.67597, 5.01489, -2.44122], [-3.72135, 7.04764, -1.52695], [-0.31893, 3.92857, -3.49598], [-1.26261, 4.22104, -5.71182], [-3.07587, 2.70023, -6.50869], [-4.36577, 1.37297, -4.86532], [-3.81678, 3.02211, -2.70145], [-0.04363, 5.28067, -1.69244], [2.29194, 6.01595, -1.52761], [4.02437, 4.46909, -0.67576], [3.38102, 2.22595, 0.12519], [2.11648, 2.80986, 2.22807], [1.84353, 3.59219, 4.54022], [-0.02685, 2.74918, 5.92224], [-1.64082, 1.15997, 4.96811], [-2.46318, -3.42118, 0.06620], [-4.41242, -2.28127, 0.88151], [-4.78652, -1.93073, 3.19168], [-1.25405, -1.81258, 4.85523], [0.09956, -1.55636, 2.88518], [-3.82456, 0.94308, 4.54818], [-4.64255, -0.19651, 6.48036], [-4.40576, -2.50344, 6.96563], [-3.54874, -4.18525, 5.56658], [-2.63049, -3.90492, 3.39217], [2.27724, -0.07943, 2.94235], [4.57346, -0.85569, 3.28981], [6.04984, -1.28444, 1.36190], [5.17267, -1.07465, -0.93761], [4.07088, -1.66777, -4.15040], [5.98759, -0.86889, -5.46389], [6.91802, 1.38498, -5.07155], [5.88956, 2.86217, -3.37421], [3.95226, 2.06594, -2.06083], [3.67962, -2.99352, -1.18615], [3.51626, -5.20445, -2.25995], [2.05181, -5.53233, -4.21661], [0.69657, -3.64699, -5.07735], [0.86175, -1.42207, -4.00282], [-3.93759, -0.54383, -3.00800], [-3.75253, 0.94092, -2.31786], [-3.86422, 1.17526, -0.61846], [-0.74447, 0.87262, -3.05344], [0.31498, -3.45043, 0.96358], [-0.13359, -5.18624, 0.89565], [0.45863, -6.02852, 1.82911], [0.14326, -7.37950, 1.83400], [-0.75949, -7.88344, 0.90897], [-1.33103, -7.04048, -0.03332], [-1.00850, -5.69165, -0.05479], [1.17550, -5.62306, 2.53092], [0.61595, -8.04108, 2.54835], [-1.00103, -8.93833, 0.90820], [-2.01711, -7.43966, -0.76949], [-1.40890, -5.04675, -0.82436]], "forces_ev_per_a": [[0.34, 0.55, -0.24], [-0.06, 0.07, 0.00], [0.04, -0.04, 0.06], [-0.05, 0.01, -0.12], [-0.03, -0.20, 0.33], [0.00, -0.09, 0.10], [0.00, 0.02, -0.04], [0.32, 0.69, -0.25], [-0.08, -0.37, 0.02], [0.09, -0.02, -0.20], [0.01, 0.13, 0.14], [-0.05, -0.09, -0.03], [0.02, 0.12, -0.01], [0.12, 0.12, -0.13], [-0.04, 0.12, -0.02], [0.10, -0.10, 0.07], [-0.01, 0.09, -0.06], [-0.01, 0.04, 0.10], [-0.05, 0.05, 0.15], [-0.17, -0.37, -0.10], [0.68, 0.48, 0.39], [-0.37, -0.42, -0.18], [-0.03, 0.07, -0.16], [0.08, 0.04, -0.03], [-0.03, 0.07, 0.07], [0.06, -0.04, -0.04], [0.08, 0.18, 0.07], [-0.26, -0.29, 0.65], [0.08, 0.17, -0.02], [-0.24, 0.19, -0.10], [-0.17, -0.68, -0.12], [0.15, 0.16, 0.15], [0.11, -0.13, 0.23], [-0.05, 0.00, -0.32], [0.06, 0.37, -0.27], [-0.11, -0.05, -0.05], [-0.02, 0.29, -0.03], [-0.03, -0.26, 0.05], [0.02, 0.09, 0.02], [-0.05, -0.13, 0.08], [-0.07, -0.10, -0.59], [-0.14, -0.02, 0.00], [0.06, -0.01, 0.06], [0.12, -0.03, 0.05], [-0.11, 0.04, 0.01], [-0.12, 0.13, 0.33], [0.05, -0.32, -0.21], [-0.08, 0.22, 0.05], [0.02, 0.06, 0.09], [0.01, 0.01, -0.07], [0.07, -0.04, -0.01], [-0.01, 0.05, 0.01], [0.06, -0.08, -0.06], [-0.14, 0.08, 0.20], [-0.15, -0.03, -0.03], [0.06, -0.07, 0.05], [-0.02, -0.09, 0.01], [-0.04, 0.09, -0.05], [0.03, -0.09, 0.12], [0.01, 0.01, 0.01], [-0.02, -0.01, 0.00], [-0.01, 0.07, 0.10], [-0.02, 0.01, -0.03], [0.00, 0.01, 0.01], [0.01, 0.02, -0.01], [0.04, 0.01, 0.03], [-0.07, -0.03, 0.01], [-0.02, 0.06, -0.09], [-0.02, -0.05, -0.01], [-0.02, -0.01, -0.05], [0.01, -0.01, -0.03], [0.01, 0.00, 0.01], [0.02, 0.04, -0.02], [0.02, 0.02, 0.06], [0.01, -0.01, 0.01], [-0.01, 0.00, 0.01], [0.03, 0.01, 0.02], [0.05, 0.17, -0.05], [0.03, 0.03, -0.03], [0.00, 0.06, -0.06], [0.01, 0.09, 0.00], [-0.02, 0.01, 0.00], [-0.04, 0.01, 0.09], [0.00, 0.05, -0.04], [0.01, -0.05, -0.01], [-0.02, 0.02, 0.08], [-0.02, -0.01, 0.06], [0.01, 0.02, 0.01], [-0.01, -0.01, 0.01], [0.00, -0.04, -0.01], [-0.01, -0.01, -0.01], [0.04, 0.00, -0.02], [0.01, 0.00, 0.00], [-0.01, 0.02, -0.02], [0.00, 0.01, 0.01], [0.11, -0.03, -0.14], [0.00, -0.02, -0.01], [-0.01, 0.00, 0.00], [-0.02, 0.00, 0.00], [0.01, 0.00, 0.01], [-0.05, 0.00, -0.05], [-0.03, 0.21, -0.04], [-0.40, -0.48, -0.28], [0.19, -0.41, 0.23], [-0.16, -0.13, 0.32], [0.15, -0.34, -0.19], [0.21, 0.33, 0.08], [-0.04, -0.11, -0.05], [0.07, -0.02, -0.04], [0.01, -0.02, 0.01], [-0.03, -0.04, -0.06], [0.05, -0.11, -0.06], [-0.06, 0.01, 0.05], [-0.03, 0.01, 0.03], [-0.02, 0.00, 0.01], [0.01, 0.01, 0.00], [-0.01, 0.01, 0.00]]}


{"formula": "C15H18N8O2W", "method": "the ωB97M-V functional and the def2-TZVPD basis", "energy_ev": -33630.7445, "total_charge": 4, "e_homo_ha": [-0.7880, -0.7834], "multiplicity": 3, "s2": 2.02, "lumo_energy_ha": [-0.4914, -0.6717], "largest_force_ha_per_bohr": 0.2530, "homo_lumo_gap_ev": [8.071, 3.039], "relative_energy_kcal_mol": 0.0, "elements": ["N", "C", "C", "H", "H", "H", "N", "C", "C", "H", "H", "H", "N", "C", "C", "H", "H", "H", "W", "C", "O", "C", "O", "C", "C", "C", "C", "C", "C", "H", "H", "H", "H", "H", "H", "N", "N", "N", "C", "N", "N", "H", "H", "H"], "positions_angstrom": [[2.35935, 2.73915, 0.18110], [1.71238, 3.70822, 0.20652], [0.87019, 4.88576, 0.22676], [-0.17735, 4.56166, 0.18505], [1.07886, 5.54359, -0.62782], [1.03149, 5.44479, 1.15501], [3.26713, -1.58015, 0.89622], [3.98993, -2.30179, 0.33013], [4.88095, -3.21323, -0.35774], [5.39701, -2.70751, -1.18139], [4.32458, -4.06571, -0.76427], [5.63995, -3.60022, 0.33004], [-1.89196, -1.57754, -0.38041], [-2.86630, -2.11321, -0.01315], [-4.03804, -2.84570, 0.34386], [-3.76167, -3.61809, 1.06916], [-4.46843, -3.32535, -0.54783], [-4.79180, -2.17981, 0.78329], [-0.78705, -0.56085, -1.87083], [0.29807, -1.86067, 1.89360], [-0.11695, -2.49497, 2.75536], [1.93013, 0.78304, 2.32452], [2.06606, 1.42115, 3.26955], [0.38954, 0.94062, -2.36558], [-0.94047, 1.09948, -2.93439], [-1.58890, -0.00989, -3.59671], [-0.91412, -1.27734, -3.71425], [0.41078, -1.44711, -3.16861], [1.06955, -0.34447, -2.48820], [0.89746, 1.77344, -1.90521], [-1.43726, 2.05184, -2.87735], [-2.59098, 0.10058, -3.97549], [-1.42112, -2.12217, -4.16084], [0.91694, -2.40431, -3.22286], [2.06409, -0.46605, -2.07869], [-1.17520, 1.04525, 4.66574], [-1.27421, 1.08615, 3.28070], [-2.31006, 1.70131, 2.68745], [-2.04273, 1.43329, 1.39272], [-0.95607, 0.67409, 1.22502], [-0.46654, 0.43355, 2.46832], [-0.19872, 1.08311, 4.94084], [-1.73112, 1.80084, 5.04902], [-2.64740, 1.80525, 0.57166]], "forces_ev_per_a": [[-1.22, 1.23, -0.04], [1.17, -1.58, -0.14], [-0.28, 0.42, 0.07], [0.17, 0.23, -0.02], [0.01, -0.20, 0.24], [0.00, -0.04, -0.21], [-2.17, 1.86, 1.53], [3.39, -2.93, -2.33], [-0.04, 0.95, 1.37], [-0.23, 0.20, -0.44], [-0.30, -0.25, -0.31], [-0.16, -0.06, 0.24], [-1.69, -0.53, 0.38], [1.50, 0.50, -1.02], [-0.39, -0.11, 0.29], [-0.04, -0.03, 0.03], [0.17, 0.09, 0.06], [0.10, -0.06, -0.01], [-5.26, -4.12, 11.16], [-0.78, -2.47, 1.99], [1.07, 1.67, -2.17], [1.30, 1.68, 2.18], [-0.35, -1.46, -2.15], [1.55, 1.38, -1.65], [0.53, 1.65, -1.77], [0.01, 0.76, -2.40], [0.43, -0.29, -2.57], [1.71, -0.34, -1.98], [2.03, 0.76, -1.58], [0.01, 0.04, 0.32], [-0.18, 0.15, 0.18], [-0.28, -0.01, 0.08], [-0.10, -0.08, 0.10], [-0.23, -0.03, 0.10], [-0.18, 0.03, 0.11], [0.56, 1.12, -4.19], [-1.71, 0.55, 2.29], [0.27, -0.18, -1.27], [-1.58, 1.37, 2.23], [2.23, -1.25, 3.00], [-0.72, 0.00, -3.17], [0.66, -0.80, 0.57], [-0.95, 0.14, 0.63], [-0.02, 0.04, 0.29]]}


{"formula": "C4H3N3", "method": "the ωB97M-V functional and the def2-TZVPD basis", "energy_ev": -8661.4441, "total_charge": 0, "e_homo_ha": -0.3390, "multiplicity": 1, "smiles": "C#Cc1cnn[nH]1", "lumo_energy_ha": 0.0070, "largest_force_ha_per_bohr": 0.1493, "homo_lumo_gap_ev": 9.417, "relative_energy_kcal_mol": 114.5, "elements": ["C", "C", "C", "C", "H", "H", "H", "N", "N", "N"], "positions_angstrom": [[-2.64476, -0.03315, -0.07012], [-1.43632, -0.11954, 0.05435], [0.08897, -0.25489, -0.01374], [0.90752, 0.97761, -0.22099], [-3.72973, 0.43404, -0.07251], [0.62695, 2.08518, 0.20492], [0.75152, -2.09755, 0.24074], [2.14474, 0.74884, 0.04709], [2.28779, -0.55433, -0.02676], [1.00331, -1.18622, -0.14297]], "forces_ev_per_a": [[-1.25, 1.88, 0.46], [1.77, -1.41, -0.75], [-1.94, 5.65, -2.02], [-5.43, 3.38, 4.24], [2.92, -1.67, -0.03], [-0.16, -2.79, -1.90], [1.22, -0.14, -0.56], [1.48, -3.92, -1.80], [0.84, -1.73, 0.70], [0.54, 0.75, 1.66]]}


{"formula": "C5H10O", "method": "the ωB97M-V functional and the def2-TZVPD basis", "energy_ev": -7391.7883, "total_charge": 0, "e_homo_ha": -0.3480, "multiplicity": 1, "lumo_energy_ha": 0.0282, "largest_force_ha_per_bohr": 0.0357, "homo_lumo_gap_ev": 10.238, "relative_energy_kcal_mol": 68.7, "elements": ["C", "C", "C", "C", "C", "O", "H", "H", "H", "H", "H", "H", "H", "H", "H", "H"], "positions_angstrom": [[-1.20497, -0.84776, -0.89747], [-0.28299, 0.29914, -0.35390], [-1.10330, 1.22895, 0.48737], [1.41846, 0.27310, 0.68487], [1.85299, -1.07006, 0.29384], [1.39057, -1.60178, -0.69110], [-2.04159, -0.37237, -1.45709], [-1.69113, -1.42704, -0.10581], [-0.73421, -1.54111, -1.59787], [0.17301, 0.75532, -1.23976], [-0.45594, 1.99736, 0.90529], [-1.92154, 1.69175, -0.07516], [-1.54035, 0.64712, 1.30666], [1.79236, 1.09165, 0.07800], [1.80620, 0.52461, 1.72184], [2.54242, -1.64888, 0.94029]], "forces_ev_per_a": [[0.43, 0.04, 0.42], [0.45, 0.29, 0.58], [-0.07, 0.29, 0.18], [-1.13, -0.23, -0.85], [-0.06, -0.42, -0.64], [0.98, -0.64, -0.06], [0.56, 0.15, 0.39], [0.23, 0.06, 0.04], [0.13, 0.23, 0.31], [-0.06, 0.10, 0.42], [-0.29, 0.23, 0.10], [0.06, -0.02, 0.04], [0.02, 0.25, -0.01], [0.41, -0.24, -0.34], [-1.70, -0.28, -0.65], [0.05, 0.19, 0.06]]}